# 1
DFT (ωB97M-V/def2-TZVPD) results for one molecule with the formula C4H4Cl3O2P.

```
14
Properties=species:S:1:pos:R:3:lowdin_charge:R:1
C 0.30654 -0.02352 0.17660 -0.3396
C 0.01936 -1.47654 0.47875 -0.8404
C -0.88115 0.65915 -0.32934 -0.1757
C -1.89106 -0.45324 -0.09205 -0.1748
O 3.07447 -0.35967 0.06772 -0.4038
O -1.29645 -1.69201 0.28547 -0.0542
P 1.99417 0.60327 0.09312 -0.1653
Cl 1.04482 -2.62332 0.92391 0.8432
Cl 2.19209 1.73209 -1.58955 0.3312
Cl 2.05512 1.90188 1.54260 0.4180
H -0.98398 1.62124 0.23633 0.1384
H -0.56116 0.85065 -1.48014 0.1587
H -2.50110 -0.17370 0.70970 0.1043
H -2.57168 -0.56628 -1.02313 0.1601
```

HOMO energy (alpha / beta) = -6.03 / -10.95 eV
spin multiplicity = 3
ΔE to the lowest compared entry with this formula, charge and spin = 0.00 kcal per mole


# 2
DFT (ωB97M-V/def2-TZVPD) results for one molecule with the formula C5H7NO.

```
14
Properties=species:S:1:pos:R:3:lowdin_charge:R:1
C 0.16281 1.29463 1.37168 -0.0762
C 0.62071 0.28025 0.29552 -0.3415
C 0.52882 -1.22313 0.72768 -0.0665
C 0.25974 -1.88862 -0.41758 -0.1968
N 0.10665 -1.01275 -1.58601 0.1066
C -0.06873 0.16430 -1.01675 -0.3140
O -1.16882 0.83367 -1.34747 0.1414
H 0.70030 1.10305 2.31285 0.0827
H -0.88561 1.17796 1.67410 0.0743
H 0.34170 2.33972 1.09592 0.0752
H 1.68813 0.48228 0.07859 0.1587
H -1.54446 0.92571 -0.45916 0.1291
H 0.03697 -2.93413 -0.61713 0.0751
H -0.45429 -1.27028 -2.38785 0.1519
```

HOMO energy = -7.22 eV
ΔE to the lowest compared entry with this formula, charge and spin = 112.09 kcal per mole


# 3
DFT (ωB97M-V/def2-TZVPD) results for one molecule with the formula C7H10.

```
17
Properties=species:S:1:pos:R:3:lowdin_charge:R:1
C 1.60348 -1.10761 -0.09253 -0.0456
C 0.28636 -0.34033 0.00013 -0.5755
C -1.00743 -1.17920 0.11159 0.0474
C -1.42052 0.95106 -0.61988 -0.1195
C -0.85039 1.60225 0.44536 -0.0402
C 0.25937 0.79571 1.05572 -0.1282
C -0.21132 0.39573 -1.18848 -0.0646
H 1.76444 -1.69122 0.82167 0.0798
H 1.57633 -1.80943 -0.93477 0.0800
H 2.46643 -0.44158 -0.22332 0.0781
H -0.93297 -2.05663 0.77750 0.0533
H -1.47602 -1.42655 -0.85052 0.0536
H -2.29968 1.28661 -1.15801 0.1135
H -1.20669 2.55514 0.83447 0.1111
H -0.01130 0.48493 2.07802 0.1247
H 1.21829 1.32886 1.08508 0.1168
H 0.24161 0.65227 -2.14204 0.1153
```

HOMO energy (alpha / beta) = -6.77 / -7.47 eV
ΔE to the lowest compared entry with this formula, charge and spin = 130.56 kcal per mole


# 4
DFT (ωB97M-V/def2-TZVPD) results for C14H54B3O11PdPtSSr as an isolated structure.

```
86
Properties=species:S:1:pos:R:3:lowdin_charge:R:1
Pt -28.24576 4.40299 16.49321 1.2581
Sr -25.14962 3.54584 13.73228 1.5585
Pd -26.82727 9.64924 13.02769 1.2887
B -23.21058 3.65661 12.13978 -0.4671
H -23.01775 3.00946 12.98136 -0.0859
H -22.38384 3.68873 11.44717 -0.0383
H -24.00815 3.13684 11.63187 -0.0799
H -23.53495 4.61567 12.51292 -0.0931
B -27.59431 5.08039 18.77986 -0.3955
H -28.21166 4.25016 18.47352 -0.0769
H -26.58221 4.71967 18.87868 -0.0286
H -27.67617 5.89672 18.07904 -0.0757
H -27.87189 5.50900 19.73038 -0.0178
B -26.56000 3.08087 15.87256 -0.5785
H -27.05412 2.95249 14.92198 -0.0694
H -27.16305 2.73960 16.69967 -0.0125
H -25.63702 2.52761 15.79357 -0.0240
H -26.25390 4.10344 16.03030 -0.0444
S -26.96121 6.47068 14.11060 0.3724
O -27.96205 6.02179 13.18483 -0.3030
O -27.39568 6.06972 15.47058 -0.4157
O -25.65538 5.84551 13.88705 -0.4264
O -26.61794 7.89636 14.05652 -0.3967
C -29.30360 12.20754 15.58604 -0.0561
C -29.49464 10.73973 15.11124 -0.2208
O -28.20648 10.15043 14.77054 -0.1712
H -30.28847 12.58578 15.86002 0.0838
H -28.89548 12.76380 14.74216 0.0676
H -28.54358 12.33882 16.35626 0.0796
H -30.04197 10.56817 14.18437 0.1101
H -30.03357 10.24858 15.92144 0.1226
H -27.76852 9.82629 15.56094 0.0443
C -22.19721 8.56660 16.29129 -0.0815
C -23.41029 7.74404 15.95356 -0.3285
O -24.14553 8.54656 15.08853 -0.0800
H -21.37190 7.99794 16.71978 0.0760
H -22.35916 9.16138 17.19024 0.0702
H -21.74681 9.24677 15.56837 0.0794
H -23.94462 7.41161 16.84355 0.1079
H -23.10799 6.78383 15.53558 0.1115
H -24.85680 7.96132 14.81798 0.0109
C -23.75735 10.44431 11.43193 -0.0471
C -24.72557 9.48644 10.64506 -0.2241
O -25.33227 8.70372 11.67116 -0.1741
H -24.08160 11.41906 11.79642 0.0725
H -22.88932 10.73812 10.84176 0.0801
H -23.44309 9.89507 12.31944 0.0711
H -24.42658 8.80382 9.84960 0.1312
H -25.51192 10.05333 10.14669 0.1068
H -24.79068 7.92763 11.83228 0.1198
C -30.44806 8.35710 10.91761 -0.0655
C -28.93437 8.47178 10.68100 -0.2182
O -28.40752 8.35048 12.02385 -0.1570
H -31.13953 8.35139 10.07504 0.0870
H -30.74419 9.21323 11.52379 0.0774
H -30.80137 7.47351 11.44914 0.0732
H -28.85743 9.45534 10.21754 0.1195
H -28.50112 7.71283 10.02955 0.1185
H -28.45644 7.41948 12.25280 0.0409
C -26.29448 10.02291 18.81985 -0.0728
C -26.56105 8.59830 18.32506 -0.2220
O -27.12973 8.70941 16.95585 -0.1197
H -27.08464 10.65380 19.22692 0.0727
H -25.78383 10.56352 18.02293 0.0703
H -25.58447 9.98351 19.64594 0.0754
H -27.22238 8.05077 18.99658 0.1008
H -25.68191 7.95395 18.33064 0.1062
H -27.17468 7.85524 16.51999 0.0242
C -27.76606 2.83214 10.05626 -0.0367
C -27.22003 4.16506 10.58562 -0.3002
O -26.97197 4.09778 11.95205 -0.1855
H -26.96805 2.10815 10.22093 0.0845
H -28.03756 2.87505 9.00149 0.0846
H -28.65373 2.52463 10.60904 0.0604
H -27.86860 5.00668 10.34250 0.1066
H -26.27317 4.45013 10.12704 0.1222
H -27.29974 4.95242 12.24147 -0.0051
C -30.56084 3.89105 12.40797 -0.0372
C -29.62512 3.20577 13.49427 -0.2867
O -29.17410 4.12431 14.38264 -0.1847
H -30.08851 4.59401 11.72178 0.0494
H -31.30728 4.54133 12.86412 0.0801
H -30.92160 3.06866 11.79022 0.0811
H -28.82570 2.62302 13.03663 0.1055
H -30.30597 2.57009 14.06036 0.1283
H -28.80423 4.80935 13.82094 0.0124
```

HOMO energy (alpha / beta) = -11.75 / -11.76 eV
spin multiplicity = 5
charge = +1


The records above yield max |F| values of 3.32 1.09 2.04 5.54 eV Å⁻¹, respectively.